9
Properties=species:S:1:pos:R:3:mulliken_charge:R:1 method="wB97M-V/def2-TZVPD" charge=+1 e_tot_ha=-283.5123 relative_energy_kcal_mol=27.50 largest_force_ev_per_a=3.12
C 1.42820 0.01441 -0.95655 0.03
C -0.75588 -0.92736 0.41763 0.72
N -1.47689 -0.17400 1.17640 -0.32
O -0.51105 -1.88070 -0.13262 -0.17
O 0.62884 0.55333 -0.23949 -0.42
H 2.40949 0.45002 -1.35837 0.29
H 1.31384 -1.12992 -1.01677 0.22
H -2.44119 -0.22288 1.45489 0.33
H -1.22190 0.76590 0.89122 0.32


10
Properties=species:S:1:pos:R:3:mulliken_charge:R:1 method="wB97M-V/def2-TZVPD" e_tot_ha=-625.1181 relative_energy_kcal_mol=71.03 largest_force_ev_per_a=3.78
C -0.16675 0.73305 -0.71477 -0.37
C 0.40858 0.44476 0.70456 -0.29
N -0.92820 0.06348 0.41448 -0.21
O 2.39238 -0.75665 -1.00917 -0.71
O 0.17947 -2.00222 -0.39696 -0.71
P 1.05377 -0.81712 -0.49926 0.89
H -0.73293 1.65696 -1.02618 0.31
H 0.64792 0.97769 1.54448 0.48
H -1.77961 0.66199 0.57591 0.29
H -1.07464 -0.96194 0.40691 0.31


10
Properties=species:S:1:pos:R:3:mulliken_charge:R:1 method="wB97M-V/def2-TZVPD" charge=-1 e_tot_ha=-681.9957 relative_energy_kcal_mol=58.00 largest_force_ev_per_a=0.93
C 1.22160 -0.30320 0.18345 -0.45
C 2.32730 0.29645 -0.20088 -0.42
N -2.30768 -1.46459 0.05124 -0.51
O -4.00429 0.45694 -0.27779 -0.57
O -1.66307 1.03131 0.26715 -0.53
S -2.64385 -0.04922 0.01481 0.62
H 0.88399 -0.29626 1.20504 0.20
H 0.56125 -0.80595 -0.50448 0.21
H 2.65664 0.30986 -1.22944 0.22
H 2.96811 0.82467 0.49090 0.22


10
Properties=species:S:1:pos:R:3:mulliken_charge:R:1 method="wB97M-V/def2-TZVPD" charge=+1 e_tot_ha=-358.5062 smiles="CO[C@@H]1O[N+]1=O" relative_energy_kcal_mol=71.39 largest_force_ev_per_a=7.08
C 1.60192 0.15630 -0.38867 -0.59
O 0.35374 -0.27152 -0.75198 -0.30
C -0.82120 -0.38969 0.52690 0.22
O -1.96765 -1.08646 0.03738 -0.13
N -1.98553 0.21741 0.18199 0.76
O -2.67702 1.10820 -0.03040 -0.27
H 2.14913 -0.55907 0.23335 0.31
H 1.61626 1.15649 0.06597 0.32
H 2.09817 0.25622 -1.36634 0.26
H -0.36782 -0.58787 1.49179 0.43


What did we get for HOMO energy? Answer: -0.6020; -0.3615; -0.1502; -0.5863 Ha, in the order shown.